[1]
{"formula": "C20H22AuN4O4S3", "method": "wB97M-V/def2-TZVPD", "max_force_ev_per_a": 0.8, "de_lowest_ev": 1.0528, "lumo_ev": 1.7514, "gap_ev": 5.7036, "energy_ha": -2625.6535, "e_homo_ev": -3.95, "charge": -1, "species": ["Au", "S", "C", "C", "C", "N", "C", "C", "C", "C", "C", "N", "C", "C", "H", "H", "H", "H", "H", "H", "H", "H", "O", "S", "O", "O", "S", "C", "C", "N", "C", "C", "C", "O", "C", "C", "C", "C", "N", "C", "H", "H", "H", "H", "H", "H", "H", "H", "H", "H", "H", "H", "H", "H"], "xyz": [[-1.543, 2.187, -2.817], [-2.935, -3.727, -0.025], [-2.504, -2.121, -0.691], [-3.460, -1.342, -1.319], [-3.077, -0.135, -1.888], [-1.812, 0.297, -1.831], [-0.896, -0.444, -1.207], [-1.195, -1.663, -0.625], [-2.359, -4.720, -1.399], [-3.155, -4.909, -2.518], [-2.667, -5.701, -3.547], [-1.474, -6.292, -3.522], [-0.712, -6.081, -2.452], [-1.102, -5.305, -1.370], [-4.490, -1.665, -1.371], [-3.771, 0.511, -2.421], [0.109, -0.042, -1.182], [-0.429, -2.241, -0.128], [-4.131, -4.446, -2.585], [-3.267, -5.876, -4.433], [0.261, -6.561, -2.458], [-0.448, -5.161, -0.521], [-4.082, 3.355, -2.464], [-3.909, 3.304, -3.926], [-4.786, 4.205, -4.652], [-3.964, 1.917, -4.418], [-1.909, 3.960, -4.268], [2.647, 1.197, 5.392], [2.266, 0.284, 4.233], [2.311, 0.960, 2.939], [3.396, 0.599, 2.040], [4.758, 1.094, 2.513], [1.233, 1.738, 2.620], [0.282, 1.836, 3.379], [1.225, 2.471, 1.312], [2.258, 3.285, 0.867], [2.108, 3.967, -0.329], [0.920, 3.830, -1.031], [-0.084, 3.069, -0.604], [0.066, 2.415, 0.540], [2.634, 0.641, 6.331], [1.928, 2.012, 5.462], [3.642, 1.621, 5.250], [1.248, -0.074, 4.388], [2.934, -0.578, 4.180], [3.180, 0.991, 1.051], [3.424, -0.492, 1.954], [4.748, 2.176, 2.657], [5.522, 0.847, 1.775], [5.039, 0.628, 3.459], [3.154, 3.415, 1.462], [2.897, 4.603, -0.709], [0.741, 4.351, -1.966], [-0.772, 1.809, 0.874]]}

---

[2]
{"formula": "C20H22BrNO4S2", "method": "wB97M-V/def2-TZVPD", "max_force_ev_per_a": 0.7, "de_lowest_ev": 0.0000, "lumo_ev": 0.0682, "gap_ev": 7.9600, "energy_ha": -4501.4105, "e_homo_ev": -7.89, "smiles": "CCOc1cc(C(=S)N2CCCCC2)ccc1OS(=O)(=O)c1ccc(Br)cc1", "species": ["C", "C", "H", "H", "O", "C", "C", "C", "C", "C", "C", "O", "S", "O", "O", "C", "C", "C", "C", "C", "C", "H", "H", "Br", "H", "H", "H", "H", "C", "N", "C", "C", "C", "C", "H", "H", "C", "H", "H", "H", "H", "H", "H", "H", "H", "S", "H", "H", "H", "H"], "xyz": [[2.511, 3.582, -1.161], [2.227, 2.220, -0.546], [2.886, 1.458, -0.985], [2.389, 2.245, 0.538], [0.870, 1.908, -0.824], [0.228, 0.958, -0.108], [-1.164, 1.052, -0.104], [-1.959, 0.145, 0.577], [-1.351, -0.874, 1.311], [0.023, -0.990, 1.310], [0.815, -0.111, 0.583], [2.190, -0.330, 0.539], [2.991, -0.244, 1.946], [2.717, 1.020, 2.553], [2.771, -1.432, 2.706], [4.621, -0.264, 1.235], [5.154, -1.477, 0.848], [6.400, -1.508, 0.245], [7.079, -0.314, 0.048], [6.544, 0.905, 0.441], [5.296, 0.925, 1.042], [4.844, 1.846, 1.372], [7.096, 1.818, 0.281], [8.783, -0.348, -0.779], [6.841, -2.442, -0.068], [4.592, -2.377, 1.031], [0.516, -1.769, 1.871], [-1.951, -1.557, 1.893], [-3.421, 0.336, 0.617], [-4.223, -0.686, 0.293], [-5.663, -0.572, 0.377], [-6.266, -0.410, -1.018], [-5.855, -1.588, -1.897], [-4.334, -1.710, -1.915], [-4.026, -2.585, -2.489], [-3.901, -0.824, -2.385], [-3.792, -1.826, -0.487], [-2.704, -1.877, -0.502], [-4.185, -2.735, -0.017], [-6.232, -1.451, -2.911], [-6.289, -2.508, -1.499], [-7.351, -0.348, -0.939], [-5.901, 0.523, -1.452], [-5.904, 0.287, 1.004], [-6.048, -1.483, 0.847], [-3.980, 1.796, 1.151], [-1.615, 1.875, -0.638], [3.549, 3.855, -0.992], [2.319, 3.553, -2.230], [1.866, 4.333, -0.713]]}

---

[3]
{"formula": "C20H22CeClNOP", "method": "wB97M-V/def2-TZVPD", "max_force_ev_per_a": 3.7, "de_lowest_ev": 0.0000, "lumo_ev": [-6.8360, -6.7389], "gap_ev": [7.6964, 7.8084], "energy_ha": -2181.4780, "e_homo_ev": [-14.53, -14.55], "s_squared": 0.751, "charge": 2, "multiplicity": 2, "species": ["Ce", "Cl", "P", "C", "C", "C", "C", "C", "C", "C", "C", "C", "C", "C", "C", "C", "C", "C", "C", "C", "C", "H", "H", "H", "H", "H", "H", "H", "H", "H", "H", "H", "H", "H", "H", "H", "H", "H", "C", "C", "N", "O", "H", "H", "H", "H", "H"], "xyz": [[1.436, 0.310, 2.022], [-0.144, 1.592, 3.611], [-0.165, 0.433, -0.126], [-1.551, -0.281, -0.962], [-1.312, -1.125, -2.055], [-2.418, -1.693, -2.696], [-3.691, -1.476, -2.170], [-3.902, -0.772, -0.978], [-2.809, -0.195, -0.330], [-0.183, 2.304, -0.346], [0.775, 3.109, 0.302], [0.537, 4.483, 0.396], [-0.549, 5.060, -0.268], [-1.449, 4.253, -1.002], [-1.267, 2.876, -1.016], [1.463, 0.009, -0.850], [2.473, -0.706, -0.133], [3.804, -0.616, -0.615], [4.061, -0.078, -1.863], [3.043, 0.486, -2.647], [1.750, 0.536, -2.125], [1.737, 2.709, 0.674], [1.259, 5.075, 0.973], [-0.694, 6.143, -0.274], [-2.257, 4.683, -1.585], [-1.945, 2.209, -1.556], [-0.280, -1.256, -2.396], [-2.263, -2.284, -3.604], [-4.544, -1.942, -2.649], [-4.900, -0.654, -0.573], [-2.898, 0.379, 0.602], [2.219, -1.422, 0.681], [4.640, -1.003, -0.026], [5.080, -0.094, -2.246], [3.272, 0.889, -3.635], [0.934, 1.028, -2.673], [0.195, -4.026, -1.928], [0.913, -3.849, -1.842], [0.666, -3.658, 3.831], [0.053, -2.320, 3.807], [-1.139, -2.005, 4.387], [0.684, -1.398, 3.190], [0.109, -4.352, 4.471], [1.705, -3.582, 4.205], [0.692, -4.068, 2.799], [-1.395, -1.036, 4.409], [-1.743, -2.674, 4.807]]}

---

[4]
{"formula": "C20H22CeClNOP", "method": "wB97M-V/def2-TZVPD", "max_force_ev_per_a": 5.0, "de_lowest_ev": 1.7288, "lumo_ev": [-7.7942, -7.9061], "gap_ev": [6.4653, 6.3368], "energy_ha": -2181.4145, "e_homo_ev": [-14.26, -14.24], "s_squared": 0.753, "charge": 2, "multiplicity": 2, "species": ["Ce", "Cl", "P", "C", "C", "C", "C", "C", "C", "C", "C", "C", "C", "C", "C", "C", "C", "C", "C", "C", "C", "H", "H", "H", "H", "H", "H", "H", "H", "H", "H", "H", "H", "H", "H", "H", "H", "H", "C", "C", "N", "O", "H", "H", "H", "H", "H"], "xyz": [[-2.247, -0.578, -0.583], [-1.682, -3.014, -0.917], [0.561, 0.113, -0.231], [1.479, 0.691, 1.193], [1.697, 2.058, 1.405], [2.365, 2.462, 2.564], [2.807, 1.517, 3.499], [2.590, 0.150, 3.277], [1.927, -0.271, 2.123], [1.649, -0.915, -1.264], [1.139, -1.463, -2.450], [1.923, -2.307, -3.224], [3.239, -2.593, -2.837], [3.754, -2.046, -1.655], [2.969, -1.195, -0.877], [-0.061, 1.406, -1.303], [-1.442, 1.790, -1.309], [-2.044, 2.147, -2.538], [-1.205, 2.564, -3.579], [0.184, 2.534, -3.425], [0.762, 1.916, -2.324], [0.126, -1.232, -2.776], [1.506, -2.735, -4.137], [3.859, -3.259, -3.443], [4.777, -2.257, -1.342], [3.372, -0.743, 0.030], [1.334, 2.783, 0.674], [2.530, 3.522, 2.729], [3.331, 1.850, 4.404], [2.933, -0.592, 3.994], [1.744, -1.339, 1.953], [-2.015, 1.879, -0.359], [-3.138, 2.157, -2.662], [-1.625, 2.973, -4.508], [0.830, 2.955, -4.198], [1.839, 1.770, -2.261], [-1.408, -0.381, 1.199], [-1.843, 0.540, 1.005], [-5.068, -0.707, 2.971], [-4.049, -1.415, 2.175], [-3.371, -2.450, 2.704], [-3.804, -1.045, 0.964], [-5.238, -1.243, 3.916], [-6.007, -0.648, 2.410], [-4.740, 0.315, 3.199], [-2.642, -2.913, 2.163], [-3.595, -2.752, 3.650]]}